The molecule C4H6O, computed with ωB97M-V with the def2-TZVPD basis set.

The geometry in XYZ format:
```
11
Properties=species:S:1:pos:R:3:forces:R:3
O -0.33709 -0.99002 0.99843 -0.052 -0.037 0.149
C -0.61829 0.35038 0.89832 0.037 0.307 -0.062
C 1.00585 1.90029 -0.43491 -0.087 -0.066 0.081
C -0.42381 -1.73735 -0.20431 -0.017 -0.206 -0.271
C 0.16162 1.17308 0.24390 0.069 -0.093 -0.042
H 0.89189 2.05476 -1.50529 -0.034 0.036 0.143
H -1.51915 0.66758 1.42148 0.175 0.045 -0.069
H -0.53489 -1.08010 -1.07353 0.039 -0.096 0.141
H 0.48659 -2.33234 -0.32517 -0.126 0.081 0.054
H 1.86270 2.35912 0.05309 -0.117 -0.026 -0.065
H -1.28828 -2.40861 -0.14526 0.112 0.055 -0.059
```
Forces are in eV/Å.

Computed properties:
**2S+1**: 1
**Net charge**: 0
**E_tot**: -231.15373 Ha
**Kohn-Sham gap**: 10.23 eV
**SMILES**: C=C=COC

Here are the Mulliken charges for atoms 1 to 6, given in e: -0.351 -0.288 -0.623 -0.572 0.292 0.242

***

A cluster of 4 separate species, C17H36NO9S4 in total, computed with ωB97M-V with the def2-TZVPD basis set.

The geometry in XYZ format:
```
67
Properties=species:S:1:pos:R:3:forces:R:3
S -1.00219 -2.86584 -5.87244 0.496 -0.280 0.232
S 2.98350 -0.59097 5.18768 -0.478 -0.246 0.521
S -1.25149 -2.03182 -1.32166 -0.205 0.072 0.235
S -1.61629 3.82253 1.95991 -1.025 0.313 -0.008
O 3.21552 -1.27849 3.94957 0.186 0.168 -0.104
O -0.62154 3.94821 0.93294 0.330 -0.282 0.098
O -0.08873 -4.16936 -5.95459 -0.024 0.202 0.274
O -2.39524 5.19315 2.11185 0.035 -0.328 -0.134
O -1.27575 3.32928 3.25999 0.471 -0.028 -0.087
O 1.50311 0.00814 5.17177 0.089 -0.201 0.121
O -2.37005 -3.26447 -5.75300 -0.068 0.112 -0.198
O -0.58128 -1.93543 -6.87179 -0.256 0.070 -0.059
O 3.88289 0.41707 5.65242 0.138 0.057 -0.360
N 2.40744 -0.81426 -0.64966 0.197 0.201 -0.054
C 3.22300 0.24340 -0.81758 0.959 0.423 -0.010
C -2.96311 2.87818 1.32527 -0.066 0.035 -0.078
C 2.72340 1.51289 -0.86935 -0.773 0.259 0.048
C 1.08385 -0.68157 -0.52165 -1.479 -0.778 0.121
C 1.32945 1.67792 -0.74790 -0.317 0.070 0.123
C 0.24167 -1.93019 -0.28811 0.307 0.263 0.639
C 1.28098 0.96396 2.93409 0.210 -0.118 -0.329
C 0.07781 -4.65731 -8.35726 -0.043 0.308 -0.012
C 1.27647 1.21672 4.42697 -0.135 0.530 -0.392
C -0.37028 -5.13416 -6.98943 -0.110 -0.430 -0.722
C -0.43082 -2.29766 -4.30297 0.211 -0.073 -0.259
C -2.93640 -2.76134 0.85495 -0.426 -0.017 0.152
C 0.49617 0.57109 -0.57530 0.955 0.620 -0.144
C -2.60792 -1.64153 -0.16314 0.074 -0.259 0.673
C -0.64746 6.92296 2.05439 0.122 -0.242 -0.199
C -1.76386 6.26797 2.84357 0.507 0.699 0.329
C 2.73291 -1.78404 6.45856 -0.086 -0.035 0.030
H -0.71556 -3.01672 -3.54564 -0.006 -0.113 -0.148
H 1.00558 1.86724 2.38703 -0.092 0.053 0.155
H 3.38755 2.36715 -0.99114 -0.180 -0.310 0.026
H -3.50289 -1.48214 -0.78294 0.529 0.162 -0.028
H 1.12649 -4.35864 -8.33608 0.002 -0.089 -0.002
H 2.01116 1.97635 4.70013 0.096 -0.154 0.075
H 1.90877 -2.43360 6.17365 0.015 0.028 -0.015
H -3.27130 -2.34409 1.81991 0.240 -0.035 -0.371
H 2.52141 -1.26814 7.39144 0.000 0.029 -0.041
H -0.49926 -3.79261 -8.68325 -0.013 -0.040 -0.009
H 0.57965 0.16594 2.67607 -0.071 0.045 0.061
H 0.17834 -6.03626 -6.72286 0.052 0.161 0.299
H -1.00315 7.23631 1.07230 -0.034 0.070 0.060
H 0.65075 -2.17953 -4.34683 -0.019 -0.009 -0.068
H -2.57955 1.89043 1.07465 0.055 0.024 0.059
H 0.30024 1.59051 4.73013 0.018 -0.201 0.172
H -0.05253 -5.44746 -9.09704 0.015 -0.066 0.092
H -1.40719 5.90599 3.80936 -0.061 -0.203 -0.082
H -3.34513 3.36717 0.43198 0.017 0.012 0.027
H -2.10846 -3.45542 1.05436 -0.133 0.317 -0.118
H 3.65046 -2.36273 6.54624 0.030 0.071 -0.064
H -0.90205 -1.33710 -4.11052 -0.069 -0.037 -0.105
H 4.29894 0.07756 -0.88534 -0.414 -0.306 -0.005
H -2.54435 6.99988 3.04233 -0.223 -0.261 -0.123
H -3.73239 2.80078 2.08909 0.031 0.029 0.003
H -3.78896 -3.35548 0.48983 0.451 0.080 0.025
H 0.86451 2.66885 -0.75528 0.321 -0.273 -0.006
H 2.82387 -1.74133 -0.61934 -0.154 0.109 0.077
H 2.26934 0.65132 2.59258 0.000 0.011 0.023
H -0.58052 0.69078 -0.48376 0.295 -0.163 -0.046
H -1.43163 -5.38898 -6.98713 -0.016 0.165 0.135
H -2.36023 -0.69543 0.34233 -0.159 -0.262 -0.160
H -0.08624 -1.90223 0.76744 0.167 -0.094 -0.343
H -0.26429 7.79247 2.58826 -0.108 -0.001 0.042
H 0.18171 6.23386 1.89490 0.008 0.030 0.046
H 0.88115 -2.81974 -0.39491 -0.385 0.134 -0.092
```
Forces are in eV/Å.

Computed properties:
**2S+1**: 1
**Net charge**: +1
**E_tot**: -2993.75039 Ha
**Kohn-Sham gap**: 8.29 eV

Here are the Mulliken charges for atoms 1 to 6, given in e: 1.175 1.172 0.019 1.278 -0.612 -0.589

***

A structure of composition C3H10BNOP2, computed with ωB97M-V with the def2-TZVPD basis set.

The geometry in XYZ format:
```
18
Properties=species:S:1:pos:R:3:forces:R:3
P 1.88440 1.74825 -0.21096 1.379 0.692 1.351
P 0.73005 -1.37154 2.43009 0.230 -2.754 -1.971
O -0.52168 1.14322 -0.15598 0.305 1.403 1.007
N -0.79921 -1.13075 -0.08703 3.637 -0.275 2.043
C 0.57880 0.84629 0.71479 -1.661 -0.927 0.241
C -2.31725 0.47452 -1.66883 2.153 0.185 -0.555
C 0.80447 -0.69730 0.72285 -4.974 0.516 -1.315
B -1.20208 0.08437 -0.61880 -1.456 0.076 -0.656
H -0.75262 -2.08027 -0.42450 -0.344 0.266 -0.126
H -1.76694 0.03406 -2.59472 -1.629 1.055 0.865
H 1.45918 -1.10858 -0.02367 0.539 0.053 0.175
H 2.62715 0.56276 -0.19311 0.915 0.169 -0.324
H 1.34997 1.50305 -1.45566 -0.305 -0.311 -0.600
H -3.22676 -0.01106 -1.42290 -0.961 -0.596 -0.360
H 0.19561 1.15040 1.76052 1.246 -0.014 -1.435
H 1.83100 -2.27252 1.97289 -0.916 0.377 1.207
H -2.45582 1.59801 -1.65656 0.273 -1.413 -0.461
H 1.58171 -0.47292 2.91157 1.570 1.500 0.913
```
Forces are in eV/Å.

Computed properties:
**2S+1**: 1
**Net charge**: 0
**E_tot**: -957.81343 Ha
**Kohn-Sham gap**: 9.76 eV

Here are the Mulliken charges for atoms 1 to 6, given in e: -0.104 -0.121 -0.592 -0.384 -0.262 -0.708

***

A cluster of 2 separate species, C17H30N4O3 in total, computed with ωB97M-V with the def2-TZVPD basis set.

The geometry in XYZ format:
```
54
Properties=species:S:1:pos:R:3:forces:R:3
O -1.30354 -1.13428 -4.73649 0.097 0.182 0.378
O 2.06471 0.43569 0.38357 0.214 0.474 -0.259
O 0.19442 -2.31126 0.37742 0.008 -0.025 0.439
N 3.09541 2.42696 -2.32041 -0.315 0.251 2.161
N -0.86804 -1.06723 -1.09162 -1.334 1.074 -1.423
N -1.31762 -2.78474 -3.24109 -0.016 -0.856 1.086
N 1.47924 1.67481 2.16320 1.158 0.972 -1.152
C -1.37226 -3.88144 -4.20617 -0.047 0.601 -0.102
C 2.07736 1.52830 0.92472 -0.977 -1.716 0.909
C -0.72353 1.84117 -1.45841 0.407 -0.724 0.087
C 1.42348 -1.89741 -1.61189 -0.183 0.350 0.189
C -1.22439 -0.46238 -2.40105 0.313 0.152 0.446
C 0.29567 -0.24864 5.21497 -0.217 0.219 -0.052
C -1.44438 -0.43253 3.39200 0.057 0.149 0.158
C -1.20215 -0.23546 4.89203 0.128 -0.242 -0.150
C 1.05097 0.79808 4.38839 0.031 -0.383 0.006
C 2.75146 2.72745 0.27091 -0.217 0.239 0.203
C 0.21208 -1.75337 -0.70952 1.429 -1.123 0.475
C 0.81187 0.59620 2.88749 -0.300 0.175 0.252
C 2.94144 2.54697 -1.17217 0.195 -0.369 -1.851
C -0.68684 0.61150 2.56498 -0.091 -0.487 0.093
C -1.26022 -1.48466 -3.56450 0.198 0.359 -0.962
C -0.50084 0.89371 -2.65275 -0.207 0.598 -0.096
C -0.99682 1.67805 -3.87888 0.388 -0.737 -0.363
H -1.78722 2.03847 -1.32542 -0.092 0.093 0.035
H -0.67149 1.19080 -4.79632 -0.287 0.005 -0.030
H 1.17942 -2.45300 -2.51019 -0.049 -0.007 -0.222
H 3.72402 2.88238 0.74133 0.000 0.057 0.003
H -1.70374 -1.03257 5.45015 -0.006 0.140 0.009
H -0.20053 2.78223 -1.62887 -0.077 0.014 -0.081
H -2.27245 -0.18598 -2.29834 -0.274 -0.028 0.089
H 2.12220 0.72335 4.60144 -0.053 0.114 -0.068
H 1.80652 -0.91559 -1.87536 0.036 0.076 -0.146
H 1.22625 -0.37981 2.59957 0.051 0.377 -0.228
H 2.19872 -2.42742 -1.06185 -0.182 0.031 0.049
H -0.32301 1.40111 -0.54957 -0.062 0.014 0.247
H -2.08442 1.74801 -3.87184 -0.075 0.059 -0.085
H -1.56229 -1.00101 -0.36438 -0.031 -0.106 0.001
H -1.30564 -3.01690 -2.25952 -0.007 -0.027 -0.142
H 2.14213 3.61805 0.43448 0.114 0.110 -0.003
H -1.09775 1.60517 2.77039 0.076 0.072 0.002
H 1.50510 2.59383 2.59315 -0.095 -0.335 -0.029
H -2.51586 -0.35963 3.18106 0.080 -0.076 -0.039
H -1.34838 -4.84181 -3.68967 -0.001 0.231 0.090
H -0.83283 0.40004 1.50258 0.112 0.116 0.000
H 0.56778 0.72441 -2.76763 0.143 -0.088 0.034
H -1.63680 0.71788 5.20992 -0.004 -0.004 0.029
H 0.71888 1.79845 4.68474 -0.023 0.072 -0.019
H 0.44225 -0.05031 6.28136 0.072 -0.079 -0.093
H 0.70369 -1.24245 5.00193 -0.002 0.043 0.025
H -0.51943 -3.81845 -4.88469 -0.086 -0.024 -0.013
H -2.28923 -3.80968 -4.79359 0.085 -0.068 -0.051
H -1.11508 -1.43519 3.09811 -0.030 0.055 -0.039
H -0.56831 2.68019 -3.88775 -0.054 0.032 0.203
```
Forces are in eV/Å.

Computed properties:
**2S+1**: 1
**Net charge**: 0
**E_tot**: -1110.57614 Ha
**Kohn-Sham gap**: 9.67 eV
**SMILES**: CNC(=O)[C@@H](NC(C)=O)C(C)C.N#CCC(=O)NC1CCCCC1

Here are the Mulliken charges for atoms 1 to 6, given in e: -0.679 -0.568 -0.714 -0.487 0.078 -0.089

***

The molecule C4H6N2O, computed with ωB97M-V with the def2-TZVPD basis set.

The geometry in XYZ format:
```
13
Properties=species:S:1:pos:R:3:forces:R:3
O 0.66938 -1.10163 -0.57297 -0.112 0.053 -0.387
N -0.80633 0.67509 -0.98911 0.183 -0.004 0.538
N -0.20951 -0.80893 -2.64348 -0.026 -0.078 0.020
C -0.04873 -0.47855 -1.33573 0.214 -0.233 0.061
C 1.07976 0.60055 1.93797 0.801 -0.141 -0.411
C -0.13979 0.37246 1.41638 0.315 1.336 0.735
C -0.77073 0.98519 0.25651 -0.122 0.131 0.104
H 1.28828 0.14265 2.90660 -0.005 0.610 0.010
H -0.45630 0.74422 2.42909 -1.954 -1.271 -0.085
H -0.89957 -0.34485 -3.20914 0.078 0.007 0.141
H -1.39277 1.83270 0.55775 -0.056 -0.013 -0.197
H 0.20849 -1.66685 -2.96367 -0.053 0.122 0.026
H 1.80849 1.28429 1.53350 0.735 -0.519 -0.556
```
Forces are in eV/Å.

Computed properties:
**2S+1**: 1
**Net charge**: 0
**E_tot**: -340.67950 Ha
**Kohn-Sham gap**: 9.22 eV
**SMILES**: C=C/C=N\C(N)=O

Here are the Mulliken charges for atoms 1 to 6, given in e: -0.578 -0.568 -0.386 0.599 -0.526 -0.172

***

A structure of composition C31H50BrN2O2RuSSi, computed with ωB97M-V with the def2-TZVPD basis set.

The geometry in XYZ format:
```
89
Properties=species:S:1:pos:R:3:forces:R:3
Ru 0.60628 0.57503 -0.63098 0.023 0.418 -0.089
Br -1.01295 0.79344 1.06451 0.000 -0.142 -0.039
S -0.49042 -0.41766 -3.40893 -0.023 0.059 0.126
Si -4.46858 2.14959 4.36380 -0.104 0.111 0.154
O 1.93198 1.71338 -0.54036 0.103 -0.203 -0.260
O -0.64258 0.49132 -2.07941 -0.025 -0.135 -0.150
N 1.24863 -1.28603 -0.73263 0.018 0.101 0.268
N 2.37536 -3.05583 -1.21359 -0.020 -0.101 0.051
C 1.36207 4.07237 -0.21735 -0.042 0.016 0.042
C -4.34733 4.29431 5.98858 0.027 0.008 -0.033
C -2.37868 2.77410 6.26991 0.042 0.005 0.007
C -5.62189 2.75478 3.01641 -0.049 -0.050 0.001
C 1.65755 -3.35862 -0.07209 0.074 -0.001 -0.107
C -1.24682 -1.94146 -2.92812 0.086 -0.032 -0.118
C -2.35828 -4.38144 -2.34400 -0.010 0.010 0.009
C -1.59697 0.35899 -4.51059 0.063 -0.042 0.040
C -2.70729 -3.26388 -1.59268 0.018 -0.003 -0.019
C 1.92336 3.07402 -1.19596 -0.062 -0.150 0.152
C -3.19832 1.61348 -6.34295 0.037 -0.014 0.021
C -6.98886 2.78316 3.75935 0.032 0.019 -0.004
C -1.81881 1.65882 -6.50132 -0.053 0.011 -0.004
C -4.67950 0.42380 5.05887 -0.008 0.035 0.034
C -5.69284 1.77275 1.83315 0.023 0.036 -0.021
C -5.54400 -0.54232 4.24266 0.037 -0.053 0.025
C 3.35648 3.31964 -1.59917 0.033 0.016 -0.047
C -3.34697 3.36849 5.24232 -0.038 -0.002 -0.003
C -3.77646 0.93822 -5.26838 0.006 0.024 -0.040
C -5.34679 4.15079 2.45147 -0.015 0.028 -0.026
C 2.12622 -1.80503 -1.60054 0.039 0.015 0.100
C -0.87277 -3.04903 -3.68222 -0.040 -0.031 0.013
C -2.15371 -2.02547 -1.88072 -0.023 -0.008 0.034
C 2.80100 -1.12043 -2.73335 -0.005 -0.003 0.000
C -5.38897 0.69575 6.41594 -0.001 -0.022 -0.025
C -2.52399 4.19439 4.23585 0.066 -0.026 0.042
C -1.00207 1.02716 -5.57856 0.032 0.027 -0.020
C -2.97798 0.29815 -4.34168 -0.062 -0.015 -0.006
C -1.44590 -4.27774 -3.38566 0.013 0.044 -0.007
C -3.31705 -0.24883 5.31343 -0.022 -0.061 -0.038
C 0.96049 -2.24723 0.23675 -0.041 0.011 -0.144
H -0.16846 -2.95751 -4.50188 -0.002 0.011 0.016
H 3.87608 -1.07601 -2.55353 0.003 0.002 0.001
H 0.27473 -2.05534 1.04161 0.012 -0.003 0.010
H -5.33051 4.93035 3.21018 0.004 0.013 0.021
H -1.85566 3.56753 3.63704 -0.022 0.011 0.028
H 0.34227 3.81828 0.07557 0.005 -0.002 0.020
H -1.38140 2.17497 -7.34451 -0.009 0.000 0.000
H -3.13730 4.78844 3.56802 -0.032 0.035 -0.045
H -3.50435 -1.25812 5.68930 0.010 0.023 0.001
H -4.74646 1.73961 1.28524 -0.025 -0.009 0.012
H -6.45745 2.13052 1.13844 0.015 0.010 0.013
H -4.92737 3.76262 6.74605 0.005 -0.008 0.000
H -6.15678 4.39618 1.75955 0.015 0.002 0.012
H -1.62481 2.13861 5.80460 0.009 0.013 0.013
H 3.03028 -3.67397 -1.67232 -0.009 -0.012 0.008
H -2.72737 -0.34968 4.39695 -0.024 -0.010 0.017
H 3.41594 4.28855 -2.09617 -0.019 0.002 0.005
H -3.76634 5.06036 6.50924 -0.008 -0.006 -0.009
H -5.96607 0.76329 2.12333 -0.004 -0.010 -0.002
H -2.87611 2.21109 7.05735 0.000 -0.006 0.006
H 1.99162 4.13581 0.67007 -0.016 -0.021 0.002
H -7.30918 1.80273 4.10953 -0.006 -0.019 0.012
H -6.99447 3.47530 4.60569 0.003 -0.005 -0.012
H -4.41382 4.18956 1.88932 0.003 0.002 -0.011
H -5.06960 -0.82039 3.30067 0.003 -0.010 0.011
H -4.81221 1.33468 7.08444 0.010 0.006 0.004
H -5.66416 -1.45584 4.83078 -0.011 0.010 -0.023
H 1.27432 2.94214 -2.06807 0.005 0.099 -0.021
H -2.80397 -5.34096 -2.11808 -0.003 0.008 0.005
H -2.71701 0.26783 6.05466 0.010 0.004 0.010
H -2.41983 -1.14788 -1.30650 -0.009 0.013 0.013
H -1.85434 3.60254 6.75272 -0.011 -0.012 -0.003
H 1.33910 5.05661 -0.68507 0.018 -0.007 -0.031
H 4.00157 3.34844 -0.72170 -0.008 -0.012 -0.005
H -3.83480 2.09958 -7.07029 0.001 0.000 0.001
H -4.85246 0.90191 -5.16927 0.001 0.001 0.001
H 2.63278 -1.65243 -3.67003 0.003 -0.009 0.004
H -1.89328 4.88455 4.80242 -0.018 -0.009 -0.015
H -1.18271 -5.14865 -3.97028 -0.002 0.000 0.004
H 3.71991 2.56324 -2.29326 0.000 -0.010 0.019
H 0.07506 1.04202 -5.69389 -0.013 -0.006 -0.001
H -3.41634 -0.25117 -3.51986 -0.010 -0.001 0.002
H 2.44181 -0.09952 -2.84672 -0.005 0.009 0.009
H -6.38390 1.12982 6.29139 0.007 -0.009 -0.010
H -5.51966 -0.26426 6.92252 0.007 0.008 -0.004
H 1.71549 -4.31940 0.40839 0.005 0.002 -0.004
H -6.54182 -0.16361 4.03314 -0.027 0.011 0.001
H -3.42255 -3.35759 -0.78685 0.001 0.002 0.001
H -7.74580 3.13806 3.05487 0.013 -0.008 -0.003
H -5.03655 4.81181 5.32132 -0.008 0.006 -0.005
```
Forces are in eV/Å.

Computed properties:
**2S+1**: 1
**Net charge**: +3
**E_tot**: -4826.85704 Ha
**Kohn-Sham gap**: 7.03 eV

Here are the Mulliken charges for atoms 1 to 6, given in e: 1.104 0.157 0.585 -1.241 -0.794 -0.541

***

Number 1: highest occupied orbital energy -9.20 eV. Number 2: highest occupied orbital energy -12.32 eV. Number 3: highest occupied orbital energy -9.19 eV. Number 4: highest occupied orbital energy -9.25 eV. Number 5: highest occupied orbital energy -8.87 eV. Number 6: highest occupied orbital energy -16.78 eV.